Record 1
Density functional theory data (ωB97M-V/def2-TZVPD) for a molecular structure, CH4BrN2O.

Output
Frontier orbital gap   10.05 eV
Electronic energy   -76160.3583 eV
F_max   5.992 eV Å⁻¹
Relative energy (zero: lowest compared OMol25 entry of this formula, charge and spin)   244.02 kJ/mol

```
! RIJCOSX wB97M-V def2-TZVPD def2/J DEFGRID3
* xyz 1 1
C 0.45104 -0.23485 -0.06474
N -0.69704 -1.67500 0.37239
N -0.11680 0.92763 0.10683
O 0.51904 2.15315 -0.00501
Br 2.25626 -0.58186 -0.42242
H -0.07248 -2.34545 0.81882
H -1.29691 -1.84920 -0.40662
H -1.10388 0.85491 0.21058
H 0.06076 2.75067 -0.60983
*
```

These are the natural (NBO) partial charges, in e, on atoms 1 to 4:
1. C 0.339
2. N -0.745
3. N -0.221
4. O -0.465

Record 2
Density functional theory data (ωB97M-V/def2-TZVPD) for 2 unconnected molecules or ions with the total composition C5H6Br2.

Output
Frontier orbital gap (alpha / beta)   7.74 / 7.77 eV
Electronic energy   -145360.2073 eV
F_max   5.095 eV Å⁻¹
Relative energy (zero: lowest compared OMol25 entry of this formula, charge and spin)   591.07 kJ/mol

```
! RIJCOSX wB97M-V def2-TZVPD def2/J DEFGRID3
* xyz 0 1
C 1.30717 3.25516 0.12691
C -0.16648 -1.54879 0.21521
C 0.53620 2.24160 -0.15996
C -0.14007 1.19197 -0.39357
C -1.03633 -2.88612 0.21382
Br 1.62985 -1.34164 0.63286
Br -2.10766 1.01540 -0.01352
H 1.39248 3.81946 -0.85901
H 1.81766 3.42671 0.99418
H 0.31133 0.63310 -1.22355
H -2.04949 -2.76901 0.33330
H -0.72747 -3.72332 0.86438
H -0.76718 -3.31453 -0.73105
*
```

These are the natural (NBO) partial charges, in e, on atoms 1 to 4:
1. C -0.459
2. C -0.042
3. C 0.048
4. C -0.319